# 1
A molecular structure, C15H19AlN3O4Se. Source: the OMol25 dataset; level of theory: ωB97M-V with the def2-TZVPD basis set.

Max |F|: 0.392 eV Å⁻¹
Energy above the lowest of the compared OMol25 structures with the same formula, charge and spin: 22.02 kJ/mol
Total charge: +1
2S+1: 1
Gap between HOMO and LUMO: 7.877 eV
E_HOMO: -11.2 eV

Cartesian coordinates (Å):
Al: -0.85746 -0.71546 0.25179
O: -0.43361 -1.21010 1.99590
N: 0.81550 -1.10627 2.32630
N: 1.50709 -0.63343 1.38766
O: 0.93737 -0.37640 0.21494
C: 2.92554 -0.37216 1.53040
C: 3.48404 -0.35855 2.79739
C: 4.84300 -0.11680 2.90278
C: 5.61013 0.10915 1.76663
C: 5.01942 0.09664 0.51263
C: 3.65974 -0.14674 0.38162
H: 2.87527 -0.52280 3.67488
H: 5.30238 -0.09655 3.88139
H: 6.67034 0.30057 1.86171
H: 5.61471 0.27693 -0.37183
H: 3.18358 -0.16009 -0.58617
C: -0.22136 0.57183 -2.46156
O: -0.72017 -0.55013 -1.69241
C: -1.62347 -1.42820 -2.39037
C: -1.49908 -2.77025 -1.70180
O: -1.31100 -2.50940 -0.29177
C: -1.71033 -3.60152 0.58157
H: 0.38295 0.18375 -3.27864
H: 0.39039 1.17019 -1.79614
H: -1.06244 1.15444 -2.83276
H: -1.31102 -1.50061 -3.43092
H: -2.62950 -1.01677 -2.32180
H: -0.64308 -3.34453 -2.05359
H: -2.41197 -3.34944 -1.83509
H: -2.76876 -3.79777 0.42406
H: -1.52623 -3.27945 1.59955
H: -1.10819 -4.47437 0.33874
Se: -3.04251 0.09954 0.52439
C: -2.88461 1.95812 0.11481
C: -4.04881 2.69819 -0.02481
C: -3.94313 4.04667 -0.33743
N: -2.78823 4.68713 -0.51173
C: -1.67836 3.96918 -0.35884
C: -1.67160 2.61778 -0.04881
H: -5.02213 2.24376 0.10274
H: -4.84172 4.64190 -0.45339
H: -0.74049 4.50044 -0.48385
H: -0.72224 2.11161 0.09183

Cartesian forces, eV/Å:
Al -0.2 -0.3 -0.1
O 0.1 -0.1 0.1
N 0.0 0.2 -0.1
N 0.3 0.0 0.0
O -0.1 0.2 0.1
C -0.4 -0.1 0.0
C 0.0 0.0 0.1
C 0.0 0.0 0.0
C 0.0 0.0 0.0
C 0.0 0.0 0.0
C 0.1 0.0 0.0
H 0.0 0.0 0.0
H 0.0 0.0 0.0
H 0.0 0.0 0.0
H 0.0 0.0 0.0
H 0.0 0.0 0.0
C -0.1 -0.1 0.0
O 0.2 0.0 -0.1
C 0.1 0.1 0.0
C -0.1 -0.1 0.1
O 0.0 0.0 0.0
C 0.0 0.1 -0.1
H 0.0 0.0 0.0
H 0.0 0.0 0.0
H 0.0 0.0 0.0
H 0.0 0.0 0.0
H 0.0 0.0 0.0
H 0.0 0.0 0.0
H 0.0 0.0 0.0
H 0.0 0.0 0.0
H 0.0 0.0 0.0
H 0.0 0.0 0.0
Se 0.0 0.1 0.1
C 0.1 0.0 -0.1
C 0.0 0.1 -0.1
C 0.0 0.1 0.0
N 0.0 -0.1 0.0
C 0.0 0.1 0.0
C 0.0 0.0 0.1
H 0.0 0.0 0.0
H 0.0 0.0 0.0
H 0.0 0.0 0.0
H 0.0 0.0 0.0

Atom charges from the natural (NBO) analysis, given in e for atoms 1 to 5:
1. Al 1.732
2. O -0.626
3. N 0.225
4. N 0.182
5. O -0.688

# 2
A molecular structure, C15H19Br3Cl6O12 in a non-equilibrium geometry. Source: the OMol25 dataset; level of theory: ωB97M-V with the def2-TZVPD basis set.

Max |F|: 3.165 eV Å⁻¹
Energy above the lowest of the compared OMol25 structures with the same formula, charge and spin: 170.56 kJ/mol
2S+1: 1
Gap between HOMO and LUMO: 9.138 eV
E_HOMO: -9.8 eV

Cartesian coordinates (Å):
C: -7.59719 0.18799 -20.82774
Br: -6.91665 -1.63349 -21.04191
Br: -9.17870 0.21310 -19.65358
Br: -7.91816 1.00122 -22.53809
H: -6.90047 0.81435 -20.28675
C: -6.75484 0.76117 -25.94877
Cl: -7.83152 -0.09673 -27.07294
Cl: -5.84060 2.03681 -26.77986
Cl: -5.69644 -0.40219 -25.15803
H: -7.36356 1.26818 -25.21344
C: -5.13501 -0.43912 -17.88193
Cl: -6.19966 0.84298 -17.33910
Cl: -5.91720 -2.02887 -17.67626
Cl: -3.54712 -0.45149 -17.10735
H: -4.98809 -0.28183 -18.94423
C: -10.28400 -3.49971 -18.74006
C: -10.78930 -3.19954 -20.14245
O: -9.72043 -3.61684 -20.98954
C: -8.84469 -4.37013 -20.22043
O: -7.89482 -4.89754 -20.70963
O: -9.28221 -4.48799 -18.98722
H: -11.01231 -3.93719 -18.06097
H: -9.90461 -2.59484 -18.26337
H: -11.05471 -2.14708 -20.18954
H: -11.68106 -3.78190 -20.38525
C: -4.13061 -4.72672 -23.58206
C: -5.00272 -4.78339 -22.32150
O: -4.24752 -5.64921 -21.44654
C: -3.09014 -5.99199 -22.04687
O: -2.29817 -6.70691 -21.50607
O: -2.96265 -5.45249 -23.25495
H: -3.92459 -3.67911 -23.81362
H: -4.66187 -5.13012 -24.44334
H: -5.96120 -5.23451 -22.56645
H: -5.14147 -3.81693 -21.84278
C: -7.90204 -3.03395 -25.47584
C: -7.94615 -2.94700 -23.94473
O: -6.77029 -3.73516 -23.60920
C: -6.73235 -4.71085 -24.52939
O: -6.19502 -5.76678 -24.34763
O: -7.29429 -4.31283 -25.68295
H: -7.36358 -2.20495 -25.91010
H: -8.94752 -3.06600 -25.78584
H: -8.80833 -3.49213 -23.56695
H: -7.82791 -1.93101 -23.58569
C: -4.93426 3.50369 -19.16592
C: -4.21045 4.68736 -19.81433
O: -4.36663 4.41526 -21.19610
C: -4.72877 3.14955 -21.39775
O: -4.77144 2.62151 -22.45888
O: -5.05947 2.56697 -20.21928
H: -5.89625 3.80120 -18.73873
H: -4.40142 3.11379 -18.29764
H: -3.18634 4.87892 -19.48569
H: -4.70003 5.65263 -19.64876

Cartesian forces, eV/Å:
C -0.3 -0.5 0.3
Br -0.1 0.9 0.3
Br 0.3 0.0 -0.5
Br -0.2 0.0 0.3
H 0.3 -0.2 -0.2
C 0.2 0.2 -0.4
Cl 0.0 0.5 0.0
Cl -0.1 -0.4 0.1
Cl 0.2 0.3 0.1
H 0.0 -0.2 0.1
C 0.0 -0.8 -0.3
Cl 0.0 0.2 0.3
Cl 0.2 0.4 0.1
Cl -0.3 0.3 0.0
H 0.1 -0.1 0.0
C -0.5 -0.2 0.1
C -0.9 -0.3 0.4
O 0.3 0.3 0.9
C -0.1 -0.2 -2.2
O -0.1 0.2 0.4
O 0.3 0.4 1.2
H -0.1 0.0 -0.2
H 0.6 -0.2 0.0
H 0.4 0.1 -0.6
H 0.1 -0.1 -0.1
C -0.1 1.5 0.0
C 0.4 -0.8 0.6
O -0.1 0.5 -0.6
C 0.0 -0.7 1.5
O 0.2 0.2 -0.5
O 0.3 0.1 -0.5
H 0.7 0.0 0.1
H 1.7 -0.1 0.5
H 0.8 0.0 1.3
H 0.1 0.0 0.1
C -1.2 -0.1 1.2
C 0.8 -0.2 -1.0
O -1.3 0.9 -0.2
C 0.0 -0.8 -0.4
O -2.7 -0.4 -1.7
O -0.1 0.0 -0.1
H 0.2 -0.4 -0.3
H 0.3 0.0 -0.7
H -0.1 0.3 0.4
H -0.1 -0.2 0.2
C 0.2 0.9 1.2
C -0.8 1.0 0.4
O 0.8 0.4 -0.3
C 0.0 -0.1 -0.2
O -0.1 -0.2 0.1
O -0.1 -0.5 0.2
H -0.2 -0.1 -0.6
H 0.3 -0.4 -0.4
H 0.2 -0.7 -0.5
H -0.2 -0.3 0.2

Atom charges from the natural (NBO) analysis, given in e for atoms 1 to 5:
1. C -0.476
2. Br 0.111
3. Br 0.048
4. Br 0.093
5. H 0.227

# 3
A single C15H19F3N2O3 molecule. Source: the OMol25 dataset; level of theory: ωB97M-V with the def2-TZVPD basis set.

Max |F|: 0.674 eV Å⁻¹
Energy above the lowest of the compared OMol25 structures with the same formula, charge and spin: 0.00 kJ/mol
2S+1: 1
Gap between HOMO and LUMO: 9.788 eV
SMILES: CCOC(=O)[C@@](NCCc1ccccc1)(NC(C)=O)C(F)(F)F
E_HOMO: -9.1 eV

Cartesian coordinates (Å):
C: 1.83681 0.19282 3.35633
C: 1.77076 -0.52382 2.01782
O: 0.71194 0.01769 1.21332
C: -0.48758 -0.49933 1.34596
O: -0.79813 -1.44183 2.02588
C: -1.52123 0.28011 0.46363
N: -1.02118 0.62930 -0.83258
C: -0.76607 -0.49595 -1.72061
C: 0.27530 -0.09966 -2.76993
C: 1.60922 0.12342 -2.11513
C: 2.02966 1.40027 -1.76325
C: 3.22866 1.59035 -1.09733
C: 4.02562 0.50481 -0.77850
C: 3.61896 -0.77224 -1.13101
C: 2.41750 -0.95975 -1.78975
N: -2.71202 -0.52192 0.43861
C: -3.80314 -0.35272 -0.37547
C: -4.91409 -1.31858 -0.02507
O: -3.85764 0.45111 -1.26711
C: -1.79714 1.59824 1.23795
F: -2.18213 1.33304 2.50009
F: -2.74877 2.34641 0.69763
F: -0.70082 2.36566 1.33400
H: 1.94921 1.26261 3.19981
H: 2.68502 -0.17689 3.92469
H: 0.92647 0.01431 3.92400
H: 1.59391 -1.59465 2.15603
H: 2.67513 -0.36124 1.42877
H: -0.18472 1.19652 -0.72949
H: -0.40759 -1.37756 -1.16415
H: -1.71005 -0.75170 -2.20876
H: -0.06582 0.80772 -3.26833
H: 0.34652 -0.90046 -3.50757
H: 1.42157 2.25519 -2.02446
H: 3.54093 2.58854 -0.82850
H: 4.96294 0.65196 -0.26184
H: 4.23962 -1.62351 -0.89024
H: 2.10315 -1.95788 -2.06122
H: -2.73447 -1.23047 1.16271
H: -5.73186 -1.18836 -0.72733
H: -4.55351 -2.34318 -0.07208
H: -5.27094 -1.11839 0.98248

Cartesian forces, eV/Å:
C -0.2 -0.1 -0.4
C 0.3 -0.2 0.4
O 0.1 0.2 -0.2
C -0.6 -0.1 -0.3
O 0.1 -0.1 0.2
C 0.1 0.4 0.2
N 0.2 0.2 0.0
C -0.2 0.0 0.0
C -0.1 -0.1 0.3
C 0.0 0.1 -0.1
C 0.0 -0.1 -0.1
C 0.1 0.1 0.1
C 0.1 0.0 0.0
C 0.0 -0.1 0.0
C 0.0 0.0 0.0
N 0.4 -0.1 0.3
C 0.0 -0.4 0.3
C -0.1 0.1 -0.2
O -0.2 0.3 -0.4
C -0.2 0.3 0.2
F 0.0 -0.3 0.1
F -0.2 -0.1 -0.3
F 0.3 0.0 -0.2
H 0.0 0.1 0.0
H 0.1 0.0 0.1
H 0.0 0.0 0.1
H 0.1 0.1 -0.1
H -0.2 -0.1 0.1
H -0.1 -0.1 0.1
H 0.0 0.0 -0.1
H 0.1 -0.1 0.0
H 0.0 0.0 -0.1
H 0.0 0.1 0.0
H -0.1 0.1 0.0
H 0.0 0.1 0.0
H 0.1 0.0 0.0
H 0.1 -0.1 0.0
H 0.0 -0.1 0.0
H 0.0 0.1 -0.2
H 0.0 0.0 0.0
H 0.0 -0.1 0.0
H 0.0 0.0 0.1

Atom charges from the natural (NBO) analysis, given in e for atoms 1 to 5:
1. C -0.634
2. C -0.079
3. O -0.496
4. C 0.793
5. O -0.602

# 4
A molecular structure, C15H19F5N4OPRhS2. Source: the OMol25 dataset; level of theory: ωB97M-V with the def2-TZVPD basis set.

Max |F|: 0.950 eV Å⁻¹
Energy above the lowest of the compared OMol25 structures with the same formula, charge and spin: 0.00 kJ/mol
Total charge: +2
<S²>: 6.021
2S+1: 5
Gap between HOMO and LUMO (alpha / beta): 9.378 / 5.086 eV
E_HOMO (alpha / beta): -14.6 / -14.7 eV

Cartesian coordinates (Å):
Rh: -1.44019 -0.05726 0.34284
F: -3.45133 -2.16464 1.46307
C: -2.93361 -2.66102 0.31907
C: -1.90855 -1.98372 -0.30818
C: -1.41372 -2.51520 -1.48157
F: -0.43007 -1.88018 -2.16279
C: -1.90429 -3.68127 -2.02080
F: -1.41993 -4.17093 -3.15129
C: -2.92413 -4.34469 -1.35590
F: -3.40052 -5.46441 -1.85215
C: -3.44849 -3.83635 -0.17552
F: -4.42023 -4.48040 0.44568
S: -3.34550 1.33877 0.27784
C: -2.17488 2.48438 -0.06235
N: -1.37109 3.28535 -0.32042
C: 2.98248 0.79269 -2.77483
N: 1.92113 1.91009 -2.73470
C: 2.39554 3.01076 -1.75150
N: 2.70110 2.45106 -0.47835
C: 3.69797 1.38229 -0.59259
N: 3.22849 0.30075 -1.46410
C: 2.12684 -0.47174 -0.89594
P: 0.65235 0.64452 -0.63346
C: 0.57972 1.35492 -2.33893
C: 1.51043 2.02355 0.26447
H: 3.87971 1.23903 -3.19449
H: 2.60595 0.01954 -3.44007
H: 1.84159 2.32335 -3.66504
H: 1.58836 3.73620 -1.68538
H: 3.27225 3.46216 -2.20997
H: 3.91153 0.98175 0.39614
H: 4.61770 1.79061 -1.00490
H: 2.42551 -0.90459 0.05711
H: 1.84733 -1.28717 -1.55776
H: -0.16346 2.14483 -2.38903
H: 0.31493 0.56252 -3.03881
H: 1.80143 1.65354 1.24822
H: 0.82000 2.85277 0.40222
C: -1.08784 1.03491 4.84415
S: -1.95497 0.16497 3.57302
C: -1.94089 -1.46389 4.26669
O: -0.93961 0.11064 2.39614
H: -0.16989 0.49842 5.08081
H: -1.74674 1.10001 5.71359
H: -0.88126 2.03206 4.46049
H: -2.54088 -1.44399 5.17928
H: -0.90990 -1.74816 4.47402
H: -2.40042 -2.12685 3.53596

Cartesian forces, eV/Å:
Rh -0.6 -0.7 0.1
F 0.0 0.1 0.0
C 0.1 0.0 0.1
C 0.1 0.4 0.0
C 0.0 0.0 0.0
F 0.1 0.2 0.0
C 0.0 -0.2 -0.1
F 0.0 0.0 0.0
C -0.1 -0.2 -0.1
F 0.0 -0.1 0.0
C -0.1 -0.2 0.0
F 0.0 0.0 0.0
S 0.4 0.0 -0.1
C 0.0 0.6 0.0
N -0.2 -0.3 0.0
C -0.1 0.0 0.1
N -0.1 0.0 0.1
C -0.1 -0.2 0.1
N -0.1 -0.1 0.0
C -0.2 0.0 0.0
N 0.0 0.1 0.0
C -0.2 0.2 0.0
P 0.5 0.3 0.0
C 0.2 -0.1 0.1
C 0.1 -0.1 -0.2
H 0.1 0.1 0.0
H 0.0 -0.1 0.0
H 0.0 0.0 0.0
H 0.0 0.1 0.0
H 0.1 0.0 0.0
H 0.0 0.0 0.0
H 0.1 0.0 -0.1
H 0.1 0.0 0.1
H 0.0 -0.1 -0.1
H -0.1 0.1 0.0
H 0.0 0.0 -0.1
H 0.0 0.0 0.0
H 0.0 0.1 0.0
C 0.1 0.1 0.0
S -0.3 0.0 -0.4
C 0.0 -0.2 0.0
O 0.1 0.1 0.2
H 0.0 0.1 0.0
H 0.1 0.0 -0.1
H 0.0 0.0 0.1
H 0.0 0.0 -0.1
H 0.0 0.0 0.0
H 0.0 0.0 0.1

Atom charges from the natural (NBO) analysis, given in e for atoms 1 to 5:
1. Rh 0.972
2. F -0.323
3. C 0.297
4. C -0.459
5. C 0.310

# 5
A single C15H19FN4O molecule. Source: the OMol25 dataset; level of theory: ωB97M-V with the def2-TZVPD basis set.

Max |F|: 0.896 eV Å⁻¹
2S+1: 1
Gap between HOMO and LUMO: 9.703 eV
SMILES: CC(C)(C)c1cc(C(=O)NN)n(Cc2ccc(F)cc2)n1
E_HOMO: -9.0 eV

Cartesian coordinates (Å):
C: -0.31666 -2.90278 1.35387
C: 0.34707 -2.56646 0.01303
C: -0.65981 -2.78624 -1.12206
C: 1.57201 -3.45660 -0.19813
C: 0.73205 -1.11483 0.02866
C: 1.99240 -0.51560 -0.05641
C: 1.75119 0.85385 0.00911
C: 2.65773 2.00161 -0.02292
O: 2.29797 3.17021 0.03074
N: 3.97377 1.67908 -0.10093
N: 4.95076 2.67663 -0.29355
N: 0.40588 0.98900 0.12307
C: -0.35635 2.21298 0.23417
C: -1.82155 1.90182 0.10691
C: -2.36280 1.61829 -1.14119
C: -3.69989 1.29569 -1.27466
C: -4.49018 1.26326 -0.14005
F: -5.79838 0.95229 -0.26130
C: -3.97981 1.54185 1.11362
C: -2.63775 1.85776 1.22818
N: -0.20442 -0.17759 0.13948
H: -0.64407 -3.93988 1.36361
H: 0.38279 -2.75167 2.17369
H: -1.17710 -2.25750 1.50897
H: -0.20231 -2.56499 -2.08418
H: -1.00174 -3.81863 -1.12938
H: -1.51428 -2.12885 -0.98602
H: 2.06107 -3.22254 -1.14132
H: 1.26904 -4.50092 -0.22059
H: 2.28822 -3.32697 0.61037
H: 2.93822 -1.00821 -0.15146
H: 4.28235 0.74102 -0.30178
H: 4.44770 3.51719 -0.58626
H: 5.39435 2.89315 0.60124
H: -0.13771 2.68330 1.19844
H: -0.02690 2.89981 -0.55130
H: -1.73081 1.64430 -2.01601
H: -4.13269 1.07065 -2.23652
H: -4.62562 1.50554 1.97662
H: -2.22377 2.07096 2.20224

Cartesian forces, eV/Å:
C 0.1 0.0 -0.2
C -0.1 -0.2 0.0
C 0.1 0.0 0.1
C -0.2 0.2 0.0
C 0.2 0.2 0.0
C -0.1 0.4 0.0
C -0.3 -0.6 0.0
C 0.6 0.3 0.1
O -0.1 0.0 0.0
N 0.3 0.0 0.1
N 0.0 0.1 0.0
N 0.9 -0.1 -0.1
C -0.5 0.6 0.0
C 0.0 0.2 0.1
C -0.1 0.1 0.2
C -0.2 0.0 0.0
C 0.1 0.0 0.1
F 0.1 0.0 0.0
C -0.2 -0.1 -0.1
C 0.1 0.1 -0.2
N -0.4 -0.5 0.1
H -0.1 -0.1 0.0
H 0.1 0.0 0.1
H -0.1 0.0 0.1
H 0.0 0.0 -0.1
H -0.1 -0.1 0.0
H -0.1 0.0 0.0
H 0.1 0.0 -0.1
H 0.0 -0.1 0.0
H 0.1 0.0 0.1
H 0.2 -0.1 0.0
H -0.2 0.2 -0.1
H 0.1 -0.2 0.1
H -0.3 -0.1 -0.2
H 0.0 0.0 -0.2
H 0.0 -0.1 0.2
H 0.1 0.0 -0.1
H -0.1 0.0 -0.1
H -0.1 0.0 0.1
H 0.1 0.0 0.1

Atom charges from the natural (NBO) analysis, given in e for atoms 1 to 5:
1. C -0.592
2. C -0.089
3. C -0.593
4. C -0.599
5. C 0.149

# 6
A single C15H19N3O2S molecule in a non-equilibrium geometry. Source: the OMol25 dataset; level of theory: ωB97M-V with the def2-TZVPD basis set.

Max |F|: 1.764 eV Å⁻¹
Energy above the lowest of the compared OMol25 structures with the same formula, charge and spin: 196.40 kJ/mol
2S+1: 1
Gap between HOMO and LUMO: 9.478 eV
SMILES: CCOCCC(=O)Nc1nnc(CCc2ccccc2)s1
E_HOMO: -9.2 eV

Cartesian coordinates (Å):
C: -2.07447 -2.62225 -0.48762
C: -3.16599 -2.24026 0.51117
O: -4.06584 -1.25201 0.05418
C: -3.69954 0.08741 0.23560
C: -2.84958 0.66645 -0.91748
C: -2.72851 2.15714 -0.76305
O: -3.51476 2.94199 -1.23595
N: -1.67356 2.65956 -0.02422
C: -0.60780 2.11197 0.62555
N: 0.36274 2.85844 1.04152
N: 1.31745 2.19674 1.67318
C: 1.12436 0.93805 1.78334
C: 2.07099 -0.01977 2.39829
C: 2.45241 -1.12852 1.40030
C: 2.80560 -0.54019 0.06088
C: 2.01107 -0.78470 -1.05103
C: 2.29659 -0.19242 -2.26887
C: 3.38498 0.65324 -2.38881
C: 4.19053 0.89430 -1.28855
C: 3.90269 0.30184 -0.07297
S: -0.39460 0.41852 1.04937
H: -1.30852 -1.85479 -0.55518
H: -2.51241 -2.77164 -1.47082
H: -1.60352 -3.54850 -0.16830
H: -3.79681 -3.11433 0.69944
H: -2.71213 -1.92576 1.46193
H: -4.64107 0.64467 0.27381
H: -3.17388 0.21663 1.19291
H: -3.38097 0.47039 -1.84985
H: -1.87016 0.19434 -0.95920
H: -1.63946 3.67625 -0.02182
H: 1.62348 -0.46811 3.28919
H: 2.95133 0.54842 2.70017
H: 3.29810 -1.68775 1.80577
H: 1.61120 -1.81605 1.28652
H: 1.16096 -1.44811 -0.96421
H: 1.66544 -0.38978 -3.12324
H: 3.60565 1.12157 -3.33634
H: 5.04382 1.55015 -1.37696
H: 4.53415 0.49685 0.78136

Cartesian forces, eV/Å:
C -0.3 0.2 0.2
C 0.1 -0.3 0.0
O 0.0 0.0 -0.2
C 0.0 0.3 0.0
C -0.3 -0.2 0.1
C 0.2 -0.1 0.0
O -0.2 0.0 -0.1
N -0.2 0.8 -0.1
C 0.4 -1.2 0.3
N -1.2 1.0 -0.8
N 1.3 -0.4 0.8
C -0.7 -0.3 -0.1
C 0.1 -0.3 0.1
C 0.1 0.1 0.1
C 0.0 -0.2 -0.1
C 0.1 0.0 0.0
C 0.0 0.0 -0.1
C 0.0 0.0 -0.1
C 0.1 0.1 0.0
C 0.0 -0.1 0.0
S 0.4 0.8 0.2
H 0.1 0.0 -0.1
H 0.0 -0.1 -0.1
H 0.1 -0.1 0.0
H 0.1 0.1 0.1
H -0.1 0.0 0.0
H 0.2 0.0 0.0
H -0.1 0.0 0.0
H 0.1 0.1 0.0
H 0.0 0.0 -0.1
H -0.1 -0.2 0.0
H 0.1 0.0 0.0
H -0.1 0.0 0.0
H -0.1 -0.1 0.0
H 0.1 -0.1 0.0
H -0.1 -0.1 0.0
H 0.0 0.0 -0.1
H 0.0 0.0 -0.1
H 0.1 0.1 0.0
H 0.1 0.0 0.1

Atom charges from the natural (NBO) analysis, given in e for atoms 1 to 5:
1. C -0.640
2. C -0.060
3. O -0.528
4. C -0.050
5. C -0.546